# 1
Here is a structure of composition C53H41KN8O5STe at a distorted geometry from the Open Molecules 2025 dataset. Energies are from the ωB97M-V functional and the def2-TZVPD basis.

```
110
Properties=species:S:1:pos:R:3:forces:R:3
K -0.9639 0.3274 1.3800 0.3 0.1 -0.5
C -5.6503 1.1174 -1.9496 0.4 0.7 0.9
C -5.6365 0.1674 -2.9553 0.1 0.2 0.3
C -4.8095 -0.9181 -2.7669 1.3 -0.5 -0.2
C -3.9484 -0.9908 -1.6344 -1.3 -0.4 -0.4
N -3.9593 -0.0656 -0.6805 -0.1 0.1 -0.2
C -4.7976 0.9653 -0.8317 -0.3 0.1 -0.4
C -3.2216 -2.2732 -1.3698 0.8 -0.7 -0.4
C -3.6572 -3.4393 -2.0337 0.0 -0.2 0.0
C -2.9758 -4.6711 -1.8653 -0.4 1.2 -0.1
C -1.9275 -4.6891 -0.9853 0.5 1.0 0.6
C -1.7219 -3.5142 -0.1729 -0.6 -0.4 -1.7
N -2.2196 -2.3018 -0.4550 -0.8 -1.1 0.4
C -1.0253 -3.8520 1.0612 0.9 0.3 1.4
C -1.3512 -5.1143 1.6149 0.4 -0.2 -1.0
C -0.5370 -5.6665 2.5674 0.0 -0.1 1.0
C 0.4056 -4.8290 3.1677 0.7 0.2 -0.6
C 0.6847 -3.6036 2.5795 -1.9 1.1 -0.5
N -0.0782 -3.0598 1.5744 0.9 -1.2 0.4
H -6.2528 2.0291 -2.0086 0.1 -0.4 0.0
H -6.2345 0.2899 -3.8554 0.1 -0.1 0.2
H -4.6990 -1.6821 -3.5481 -0.2 0.5 0.4
H -4.7911 1.6736 0.0043 -0.1 -0.2 -0.6
H -4.5322 -3.3474 -2.6988 0.6 -0.4 0.6
H -3.2987 -5.5893 -2.3355 0.0 0.1 -0.4
H -1.2229 -5.5269 -0.8500 -0.8 0.4 -0.1
H -2.1300 -5.7062 1.1374 0.2 0.2 0.3
H -0.6300 -6.7281 2.8466 -0.2 0.7 0.2
H 0.9827 -5.0797 4.0434 0.2 -0.5 -0.1
H 1.4543 -2.9414 2.9608 0.0 -0.1 0.0
O 0.4730 2.0411 -0.3202 -0.4 -0.1 0.3
C 1.3998 2.8831 -0.3274 1.4 -0.5 0.1
C 1.1607 4.2855 -0.6276 -0.5 -0.4 -0.2
C 2.1119 5.2563 -0.5247 0.9 -1.1 0.5
C 3.3783 4.8951 0.0323 -0.9 -0.3 -0.3
C 3.6997 3.5639 0.3088 -0.7 0.4 -0.4
C 2.8369 2.4876 -0.0476 -1.8 4.2 -0.3
C 3.3237 1.2140 -0.1928 0.3 -5.4 -1.7
N 2.8477 0.2744 -1.0485 -0.2 3.3 2.0
N 3.1556 -0.9790 -0.7548 0.4 -2.3 -0.4
C 2.5382 -1.9097 -1.5295 1.6 1.2 0.9
O 1.7634 -1.7240 -2.5010 0.5 -1.3 0.7
C 2.9592 -3.3097 -1.1013 -1.0 1.1 -0.2
C 4.0051 -3.4884 -0.1819 -0.1 -1.2 -0.3
C 4.3151 -4.8109 0.1833 -0.2 0.5 -0.4
C 3.5563 -5.8784 -0.3217 0.2 0.0 0.6
C 2.4805 -5.6447 -1.1815 0.1 -0.8 0.1
C 2.1813 -4.3654 -1.6054 0.3 0.3 0.1
H 0.1521 4.5389 -0.9640 0.2 -0.2 0.1
H 1.8883 6.2606 -0.8639 0.1 0.1 0.2
H 4.0695 5.6835 0.1862 0.8 0.5 0.4
H 4.6511 3.3720 0.8045 0.1 -0.2 -0.4
H 4.1825 0.8341 0.4039 -0.4 0.4 0.1
H 4.5720 -2.6272 0.1885 -0.4 -0.4 -0.3
H 5.1684 -4.9916 0.8413 -0.3 -0.1 -0.1
H 3.7977 -6.8918 0.0263 -0.2 0.3 -0.3
H 1.8721 -6.4909 -1.5158 0.2 0.2 0.0
H 1.3619 -4.1619 -2.3205 0.6 0.1 0.6
N 1.6766 2.3885 3.9710 -1.2 1.5 -0.7
C 1.3593 1.2705 4.5986 0.0 -2.5 2.0
C 2.3926 0.5273 5.3249 -0.6 0.1 -0.6
C 2.0522 -0.6538 5.9660 0.4 0.6 -0.7
C 0.7219 -1.0605 5.9538 0.0 -0.2 0.2
C -0.2236 -0.2765 5.3230 -0.1 0.2 -0.2
N 0.0627 0.8299 4.6236 1.0 0.6 0.1
H 2.6243 2.6369 3.8077 0.4 0.1 -0.1
H 0.9397 3.0709 3.7202 0.4 -0.6 -0.1
H 3.4258 0.8918 5.2996 -0.4 -0.1 0.0
H 2.7971 -1.3000 6.4503 -0.2 0.5 -0.2
H 0.4935 -1.9835 6.4512 -0.5 -0.2 0.1
H -1.2926 -0.5328 5.3614 0.5 0.0 -0.1
Te 1.2554 0.6989 -3.1340 -0.9 1.4 -0.6
C 0.0121 1.7026 -4.6348 0.7 1.6 0.4
C -0.4863 3.0285 -4.3085 1.6 -2.5 -0.2
C -1.2499 3.6736 -5.2089 -1.4 0.5 -1.1
C -1.7064 3.0577 -6.3993 0.4 -0.3 0.7
C -1.2925 1.7660 -6.6731 0.6 -0.2 0.1
C -0.3281 1.1332 -5.8391 -1.2 0.3 0.0
C 3.1160 0.5344 -4.2176 -0.4 -0.2 -0.1
C 3.9455 1.6710 -4.2916 -1.1 -0.8 0.2
C 5.0990 1.6058 -5.0162 1.6 0.5 -0.6
C 5.5490 0.4120 -5.5859 -0.1 -0.2 0.3
C 4.7807 -0.7354 -5.4467 -0.5 -0.6 0.2
C 3.5326 -0.6739 -4.7914 0.4 0.5 0.0
H -0.1289 3.4773 -3.3962 -0.1 0.2 0.2
H -1.6042 4.6587 -4.9726 -0.1 0.5 0.0
H -2.3818 3.5848 -7.0602 -0.1 0.0 0.0
H -1.7236 1.2287 -7.5113 0.2 0.1 -0.2
H 0.0707 0.1436 -6.0248 -0.2 -0.1 -0.4
H 3.6512 2.5481 -3.7394 0.0 0.3 -0.1
H 5.7569 2.4839 -5.1238 -0.4 -0.3 0.2
H 6.5484 0.3863 -6.0155 -0.2 -0.1 -0.2
H 5.1278 -1.7254 -5.7886 -0.1 0.6 0.0
H 2.9114 -1.5611 -4.6570 0.2 0.3 -0.1
O -0.8138 4.1540 3.6950 -0.6 -1.0 0.2
C -1.8066 3.4104 3.6369 0.4 0.2 -1.7
N -2.1413 2.5867 2.5859 -1.0 -0.2 0.5
S -3.6025 1.8476 2.8323 1.0 -0.6 0.2
O -4.6714 2.2498 1.9216 0.9 -0.1 0.5
O -3.4423 0.3896 3.0154 0.0 1.5 -0.5
C -3.9360 2.5905 4.3845 -0.1 0.5 0.6
C -5.0721 2.4915 5.1733 0.5 0.6 0.5
C -5.1507 3.3749 6.2784 -0.4 -0.8 -1.0
C -4.0912 4.1999 6.6060 1.1 -0.5 -0.9
C -2.8934 4.2047 5.8432 -0.4 0.3 -0.1
C -2.8674 3.4452 4.6721 -0.9 -0.1 1.5
H -5.8544 1.7592 4.9867 0.1 0.3 -0.2
H -6.1082 3.4110 6.7949 0.4 0.0 0.3
H -4.1524 4.8147 7.4675 -0.1 0.6 0.7
H -2.0384 4.8651 6.1055 -0.7 -0.6 -0.3
```
Positions in Å, forces in eV/Å.

Calculated values
Relative energy (zero: lowest compared OMol25 entry of this formula, charge and spin) (kcal per mole): 18.2
Net charge: -2
Energy (hartree): -4124.63453
LUMO (eV): 3.588
Frontier orbital gap (eV): 4.13
Strongest force on any atom (eV Å⁻¹): 5.68

=====

# 2
Here is a structure of composition C53H42Cl2N2O6P2PbS6 at a distorted geometry from the Open Molecules 2025 dataset. Energies are from the ωB97M-V functional and the def2-TZVPD basis.

```
114
Properties=species:S:1:pos:R:3:forces:R:3
Pb -0.5055 0.6756 0.7525 0.0 0.0 -1.0
Cl 3.3996 -2.2810 -1.8179 -0.1 -0.4 0.1
C 3.2895 -0.5635 -1.7454 -0.2 0.0 0.2
C 4.2381 0.1622 -2.4702 0.0 0.2 0.0
C 4.2362 1.5248 -2.4392 0.1 -0.1 -0.1
Cl 5.4529 2.4076 -3.3118 0.1 0.0 -0.1
C 3.2417 2.2165 -1.7237 -0.2 0.0 0.2
C 3.1645 3.6222 -1.6511 -0.1 0.0 0.0
C 2.1224 4.2124 -0.9945 0.0 0.1 0.0
C 1.1529 3.3940 -0.4028 -0.1 0.0 0.1
N 1.2337 2.0847 -0.3954 0.0 0.2 0.2
C 2.2576 1.4639 -1.0227 0.3 0.1 -0.3
C 2.2899 0.0229 -0.9613 -0.2 -0.4 0.3
O 1.4495 -0.6348 -0.2168 0.2 0.5 -0.5
H 4.9779 -0.3734 -3.0483 0.0 0.0 0.0
H 3.9322 4.2185 -2.1248 0.0 0.0 0.0
H 2.0305 5.2867 -0.9137 0.0 0.0 0.0
H 0.3004 3.8318 0.1013 -0.1 0.0 0.1
N 1.1805 -1.9332 2.4771 -0.5 0.4 -0.2
P 1.5171 -0.2366 2.6133 0.5 -0.5 0.8
C 1.6926 -0.1155 4.4432 -0.2 0.1 -0.1
C 2.8782 -0.4897 5.0765 0.0 0.0 0.0
C 3.0122 -0.3501 6.4488 0.0 0.0 0.1
C 1.9716 0.1717 7.2045 -0.1 0.0 0.0
C 0.7797 0.5192 6.5880 0.0 0.0 0.0
C 0.6364 0.3616 5.2171 0.1 -0.1 0.0
C 3.2633 -0.0342 2.1711 -0.1 0.2 -0.4
C 4.0927 -1.0756 1.7847 -0.1 0.0 -0.1
C 5.3937 -0.8060 1.3888 0.1 0.0 0.0
C 5.8643 0.4995 1.3719 0.0 0.0 0.0
C 5.0376 1.5418 1.7680 0.0 0.1 0.0
C 3.7376 1.2771 2.1659 -0.1 -0.1 0.0
P -0.1546 -2.2174 1.4018 0.1 -1.1 0.3
C -1.2526 -3.2465 2.4583 0.0 0.3 0.0
C -0.7638 -4.1730 3.3772 -0.1 0.0 0.0
C -1.6384 -4.9628 4.1058 0.1 0.0 0.0
C -3.0079 -4.8478 3.9101 -0.1 0.0 0.0
C -3.5015 -3.9271 2.9993 -0.1 0.0 0.0
C -2.6272 -3.1240 2.2808 0.1 0.1 0.0
C 0.4092 -3.5865 0.3364 0.0 0.2 -0.2
C -0.3511 -3.8662 -0.7966 0.1 0.1 0.1
C 0.0148 -4.9018 -1.6408 -0.1 0.0 -0.1
C 1.1397 -5.6643 -1.3572 0.0 0.0 0.0
C 1.8842 -5.3999 -0.2176 0.1 0.0 0.0
C 1.5192 -4.3645 0.6304 0.1 0.1 0.0
H 0.9799 -2.3024 3.4001 0.3 -0.2 0.0
H 3.7034 -0.8862 4.4974 0.0 0.1 0.0
H 3.9375 -0.6357 6.9328 0.0 0.0 0.0
H 2.0886 0.3111 8.2715 0.0 0.0 0.0
H -0.0420 0.9239 7.1648 0.0 0.0 0.0
H -0.2976 0.6240 4.7459 -0.1 0.1 0.0
H 3.7072 -2.0865 1.7619 0.0 0.0 0.0
H 6.0438 -1.6160 1.0826 0.0 0.0 0.0
H 6.8768 0.7077 1.0501 0.0 0.0 0.0
H 5.4023 2.5614 1.7508 0.0 0.0 0.0
H 3.0742 2.0801 2.4769 0.1 0.1 -0.1
H 0.3040 -4.2947 3.5214 0.0 0.0 0.0
H -1.2494 -5.6734 4.8239 0.0 0.0 0.0
H -3.6890 -5.4757 4.4696 0.0 0.0 0.0
H -4.5697 -3.8282 2.8530 0.0 0.0 0.0
H -3.0046 -2.3848 1.5819 0.0 0.0 0.0
H -1.2282 -3.2623 -1.0121 0.0 0.0 -0.1
H -0.5788 -5.1169 -2.5219 0.0 0.0 0.0
H 1.4387 -6.4590 -2.0287 0.0 0.0 0.0
H 2.7651 -5.9919 -0.0021 0.0 0.0 0.0
H 2.1116 -4.1427 1.5091 0.0 0.0 0.0
C -1.0346 -3.6081 -5.7809 0.1 0.0 -0.1
O -2.2017 -3.9123 -5.0326 0.0 -0.1 -0.1
C -2.6137 -3.0257 -4.1124 -0.2 0.2 0.2
C -3.7648 -3.3739 -3.3946 0.0 -0.2 -0.1
C -4.2168 -2.5571 -2.3907 0.1 0.1 0.0
C -3.5588 -1.3648 -2.0504 0.4 0.2 -0.1
C -3.9540 -0.6361 -0.8259 -0.2 -0.2 0.0
C -5.4177 -0.5656 -0.4729 0.0 0.0 0.0
O -3.1167 -0.1399 -0.0934 -0.1 -0.1 0.1
C -2.4469 -0.9992 -2.8239 -0.4 -0.1 0.0
O -1.7035 0.1380 -2.6774 0.4 0.0 0.2
C -1.9865 -1.8182 -3.8506 0.2 0.1 -0.1
H -0.8385 -4.4867 -6.3887 0.0 0.0 0.0
H -0.1789 -3.4234 -5.1272 0.0 0.0 0.0
H -1.1997 -2.7481 -6.4344 0.0 0.0 0.0
H -4.2651 -4.2993 -3.6444 0.0 0.0 0.1
H -5.0700 -2.8706 -1.8029 -0.1 0.0 0.0
H -6.0585 -0.7543 -1.3303 0.0 0.0 0.0
H -5.6209 0.4239 -0.0658 0.0 0.0 0.0
H -5.6433 -1.2931 0.3104 0.0 0.0 0.0
H -1.1272 -1.4789 -4.4124 0.0 0.0 0.0
C 0.8787 4.6571 4.4218 -0.2 0.1 -0.2
S 0.4742 5.2096 2.7389 0.0 -0.1 0.0
C -1.2544 4.8879 2.6154 0.0 0.0 -0.1
C -1.8599 3.6766 2.6227 -0.1 0.2 0.1
S -1.1110 2.1517 2.9590 0.1 0.3 0.4
S -3.6109 3.7175 2.4476 0.3 0.2 0.0
C -3.8032 5.4389 2.3024 0.2 0.0 0.0
S -5.2477 6.1744 2.0901 -0.1 0.1 0.0
S -2.2950 6.2901 2.4153 -0.1 -0.3 0.0
H 1.9402 4.8628 4.5493 0.0 0.0 0.0
H 0.6780 3.5938 4.5186 0.0 0.0 0.0
H 0.2971 5.2295 5.1401 0.1 0.0 0.1
O -1.6058 6.3188 -6.8806 0.1 0.2 -0.2
C -1.7137 4.9855 -7.0331 0.0 -0.1 0.1
O -1.7966 4.5069 -8.1275 0.0 0.0 0.0
C -1.7663 4.1628 -5.7812 0.0 0.0 0.2
C -2.3416 2.8969 -5.8791 0.0 0.0 0.0
C -2.4984 2.1112 -4.7556 0.1 0.0 -0.1
C -2.0379 2.5680 -3.5228 0.0 -0.3 0.0
S -2.2713 1.5824 -2.0721 -0.3 0.2 -0.2
C -1.4235 3.8083 -3.4221 0.0 -0.1 0.2
C -1.3017 4.6076 -4.5473 -0.1 0.0 -0.1
H -1.5850 6.5773 -5.9547 -0.1 -0.1 0.1
H -2.6799 2.5600 -6.8494 0.0 0.0 0.0
H -2.9753 1.1426 -4.8288 0.0 0.0 0.0
H -1.0402 4.1420 -2.4661 0.0 0.0 0.0
H -0.7966 5.5618 -4.4494 0.0 0.0 0.0
```
Positions in Å, forces in eV/Å.

Calculated values
Energy (hartree): -6790.96442
LUMO (eV): -0.418
Frontier orbital gap (eV): 6.67
Strongest force on any atom (eV Å⁻¹): 1.19

=====

Question: energy of number 1 (C53H41KN8O5STe)?
Answer: -4124.63453 hartree